{
  "formula": "C4H9N3O",
  "method": "ωB97M-V/def2-TZVPD",
  "total_energy_ha": -397.22814,
  "lumo_ev": 0.82,
  "relative_energy_kj_mol": 321.6,
  "elements": ["C", "C", "C", "N", "N", "N", "C", "O", "H", "H", "H", "H", "H", "H", "H", "H", "H"],
  "positions_angstrom": [[-1.615, -0.423, -0.267], [-0.318, -1.080, -0.521], [-0.458, 0.472, 0.127], [0.109, -1.386, -1.814], [-0.143, 1.661, -0.603], [1.453, 0.502, 1.658], [0.232, -0.011, 1.322], [0.391, -1.617, 0.508], [1.105, -1.536, -1.890], [-0.262, -0.798, -2.547], [-0.479, 2.516, -0.175], [0.845, 1.754, -0.815], [1.921, 1.190, 1.088], [1.978, 0.021, 2.373], [-2.162, -0.075, -1.137], [-2.246, -0.834, 0.519], [-0.351, -0.356, 2.175]],
  "forces_ev_per_a": [[0.1156, -0.5355, 0.3943], [0.2922, 2.2008, -0.1963], [0.1857, 0.1287, -1.2225], [-0.1045, -0.3876, -0.0345], [-0.0575, -0.2363, 0.3143], [-0.5992, -0.1061, 0.1181], [0.6112, -1.2922, -0.1169], [-0.2601, 0.4432, 0.8269], [-0.0485, 0.1910, 0.1167], [-0.0428, -0.1319, 0.1170], [0.0271, -0.0441, -0.0564], [-0.1568, 0.0010, -0.0659], [-0.0663, -0.4597, -0.0740], [-0.0436, 0.3110, -0.1574], [0.1075, 0.0000, 0.0143], [-0.0602, 0.0682, 0.0125], [0.1003, -0.1504, 0.0097]]
}

=====

{
  "formula": "C4H9N3O",
  "method": "ωB97M-V/def2-TZVPD",
  "total_energy_ha": -397.03500,
  "smiles": "CNNC(=O)N1CC1",
  "lumo_ev": 0.76,
  "relative_energy_kj_mol": 828.7,
  "elements": ["C", "N", "N", "C", "O", "N", "C", "C", "H", "H", "H", "H", "H", "H", "H", "H", "H"],
  "positions_angstrom": [[-0.557, -0.180, -2.188], [0.778, 0.304, -1.757], [0.572, 1.354, -0.811], [0.494, 1.141, 0.526], [0.340, 1.956, 1.464], [0.544, -0.205, 0.749], [-0.434, -1.190, 1.314], [0.262, -0.378, 2.411], [-0.753, 0.516, -3.227], [-0.323, -1.417, -2.569], [-1.620, -0.242, -1.526], [1.108, -0.455, -1.086], [0.223, 2.322, -1.411], [0.119, -2.307, 0.903], [-1.745, -1.078, 1.469], [-0.287, 0.728, 2.864], [1.280, -0.869, 2.874]],
  "forces_ev_per_a": [[-1.4560, -2.0807, -3.8211], [-1.2274, -1.7092, 2.7897], [-0.8547, 4.9331, -3.2855], [-2.4277, 1.6862, 1.1355], [0.6087, 0.1627, -2.8417], [-0.3326, -1.7644, 4.5558], [-0.6915, -1.0976, 0.4898], [1.7865, -0.1800, -1.2921], [-0.0715, -2.2449, 2.8497], [-0.9348, 3.8342, 0.8703], [3.3767, 0.5422, -1.2240], [0.0086, 1.0193, -1.3120], [1.6673, -3.5076, 3.1653], [-2.5356, 3.1599, 1.7946], [4.0892, -0.3376, -1.4259], [1.9393, -4.0254, -1.5376], [-2.9445, 1.6097, -0.9108]]
}

=====

{
  "formula": "C4H9N3O",
  "method": "ωB97M-V/def2-TZVPD",
  "total_energy_ha": -397.22265,
  "smiles": "C=NN(C)C(=O)NC",
  "lumo_ev": 0.88,
  "relative_energy_kj_mol": 336.1,
  "elements": ["C", "N", "N", "C", "C", "O", "N", "C", "H", "H", "H", "H", "H", "H", "H", "H", "H"],
  "positions_angstrom": [[-2.416, -0.733, 0.004], [-1.162, -0.511, -0.200], [-0.588, 0.677, -0.062], [-1.131, 1.803, 0.718], [1.122, 0.513, 0.261], [1.675, 1.388, 0.807], [1.370, -0.622, -0.245], [2.617, -1.320, 0.138], [-2.716, -1.736, -0.119], [-3.178, -0.097, 0.336], [-0.367, 2.343, 1.070], [-1.760, 2.338, 0.129], [-1.558, 1.497, 1.668], [0.553, -1.173, -0.622], [3.402, -0.820, -0.401], [2.475, -1.147, 1.180], [2.730, -2.381, -0.184]],
  "forces_ev_per_a": [[1.8340, -0.4788, -0.2788], [-1.2571, 0.2941, 0.3188], [3.0573, 0.9527, 1.1974], [-0.6533, -4.3208, 0.2875], [-5.8480, 0.9371, -1.2365], [1.2901, 1.2082, 1.0516], [0.6473, -4.3724, -2.3443], [-0.9290, 0.1467, -1.1857], [-0.2410, -1.1014, -0.3194], [-0.6590, 1.5623, 0.4365], [3.1971, 2.3462, 0.5438], [-2.0827, 1.7599, -1.4466], [-0.8890, -0.5358, 0.0283], [0.8636, 1.0558, 0.6999], [0.7854, 0.4331, 0.6193], [1.8095, -0.6340, 1.1438], [-0.9251, 0.7471, 0.4845]]
}

=====

{
  "formula": "C4H9N3O",
  "method": "ωB97M-V/def2-TZVPD",
  "total_energy_ha": -397.29318,
  "smiles": "[H]/N=C(/NC)NC(=C)O",
  "lumo_ev": 0.65,
  "relative_energy_kj_mol": 150.9,
  "elements": ["H", "N", "C", "N", "C", "N", "C", "C", "O", "H", "H", "H", "H", "H", "H", "H", "H"],
  "positions_angstrom": [[2.621, -0.803, -0.066], [1.838, -1.320, 0.337], [0.899, -0.495, 0.638], [-0.350, -0.872, 1.057], [-1.006, -2.074, 0.608], [0.956, 0.855, 0.499], [0.071, 1.554, -0.356], [-0.478, 1.107, -1.491], [-0.017, 2.876, -0.002], [-0.952, -0.135, 1.398], [-1.671, -1.841, -0.228], [-1.593, -2.498, 1.427], [-0.311, -2.852, 0.281], [1.867, 1.294, 0.540], [-0.436, 0.054, -1.754], [-0.997, 1.764, -2.177], [-0.440, 3.387, -0.712]],
  "forces_ev_per_a": [[-0.1986, -0.2031, 0.0500], [-0.2910, 0.3067, 0.3941], [-0.2558, -1.6632, -0.7630], [0.1831, -0.4214, 0.2716], [-0.2712, -0.3893, 0.1177], [-0.2123, 2.6842, 0.0162], [0.3304, 0.5372, -1.0031], [-0.0025, -0.6834, 0.3574], [0.3070, -0.0307, 0.2251], [0.2790, -0.1531, -0.2400], [-0.1092, -0.1209, -0.0321], [-0.0318, 0.0208, -0.1411], [0.1772, 0.4199, 0.1431], [-0.0891, -0.1111, 0.0512], [0.2491, 0.2234, -0.0104], [-0.2256, -0.0016, 0.3043], [0.1613, -0.4144, 0.2592]]
}

=====

{
  "formula": "C4H9N3O2",
  "method": "ωB97M-V/def2-TZVPD",
  "total_energy_ha": -472.45547,
  "smiles": "C/C(=C/N(N)O)C(N)=O",
  "lumo_ev": 0.72,
  "relative_energy_kj_mol": 362.7,
  "elements": ["C", "C", "C", "N", "N", "O", "C", "N", "O", "H", "H", "H", "H", "H", "H", "H", "H", "H"],
  "positions_angstrom": [[-1.811, 1.539, -0.197], [-0.752, 0.507, -0.057], [-0.904, -0.814, 0.024], [0.180, -1.718, 0.245], [0.596, -1.883, 1.557], [1.195, -1.832, -0.694], [0.685, 0.969, 0.141], [1.310, 1.287, -1.027], [1.145, 1.240, 1.240], [-1.957, 1.778, -1.255], [-2.766, 1.194, 0.213], [-1.534, 2.462, 0.322], [-1.855, -1.332, 0.021], [0.776, -0.964, 1.976], [1.519, -2.318, 1.578], [0.880, -2.568, -1.249], [1.023, 0.859, -1.894], [2.269, 1.596, -0.944]],
  "forces_ev_per_a": [[-0.3377, 0.2278, -0.2362], [0.9773, -1.0775, 0.6612], [0.3219, 0.1149, 0.3477], [-1.5615, -1.3502, -0.3123], [0.5934, 0.7743, 1.3690], [0.6178, 0.4658, -1.1406], [-0.5435, 1.3185, -0.2538], [0.3598, -0.0527, 0.1913], [-0.1289, -0.5018, -0.4868], [-0.0616, 0.1245, 0.1077], [0.1601, -0.0284, -0.1249], [0.0162, -0.1808, -0.0745], [-0.2778, 0.2791, -0.0181], [0.0049, 0.0439, -0.1150], [-0.4665, -0.3760, -0.3688], [0.3679, 0.3181, 0.3271], [0.0395, -0.0096, 0.2323], [-0.0813, -0.0901, -0.1052]]
}

=====

{
  "formula": "C4H9N4",
  "method": "ωB97M-V/def2-TZVPD",
  "total_energy_ha": -376.42428,
  "smiles": "CC1=NN=CCN1[NH3+]",
  "lumo_ev": -4.16,
  "relative_energy_kj_mol": 479.7,
  "total_charge": 1,
  "elements": ["C", "C", "N", "N", "C", "C", "N", "N", "H", "H", "H", "H", "H", "H", "H", "H", "H"],
  "positions_angstrom": [[1.262, -1.928, 0.073], [0.064, -1.023, 0.068], [-1.088, -1.505, -0.036], [-2.078, -0.714, -0.245], [-2.145, 0.503, 0.071], [-0.863, 1.143, 0.800], [0.359, 0.488, 0.317], [1.087, 1.212, -0.700], [0.903, -2.898, -0.015], [1.661, -2.063, 1.029], [1.895, -1.914, -0.829], [-2.962, 1.166, -0.162], [-0.831, 2.212, 0.460], [-0.905, 1.034, 1.848], [2.071, 0.995, -0.843], [0.919, 2.161, -0.253], [0.651, 1.131, -1.583]],
  "forces_ev_per_a": [[-0.7814, 0.5562, -1.3117], [3.3078, 1.5376, 0.0074], [2.0885, -1.5348, 1.0768], [-4.7141, 2.4548, -1.6815], [2.6436, 0.5003, 1.6035], [-1.1709, 0.6046, -2.9154], [-0.6613, -3.9456, 0.1832], [-1.3671, 1.4609, 2.0690], [-1.4269, -1.8812, -0.5610], [1.6369, 0.8943, 1.3550], [0.3527, 0.7840, 0.7168], [-0.3144, -0.2586, -0.2659], [-0.1787, -0.6259, 0.7937], [0.0012, 0.1104, 1.2463], [0.3276, -0.2840, 0.7954], [1.0725, -0.6445, -1.5187], [-0.8159, 0.2715, -1.5929]]
}

=====

Number 1: HOMO level -7.00 eV, gap between HOMO and LUMO 7.823 eV. Number 2: HOMO level -9.01 eV, gap between HOMO and LUMO 9.772 eV. Number 3: HOMO level -8.34 eV, gap between HOMO and LUMO 9.220 eV. Number 4: HOMO level -8.74 eV, gap between HOMO and LUMO 9.396 eV. Number 5: HOMO level -7.69 eV, gap between HOMO and LUMO 8.403 eV. Number 6: HOMO level -13.09 eV, gap between HOMO and LUMO 8.935 eV.